(1)
{
  "formula": "C16H31Cl3N2O5P2S",
  "method": "ωB97M-V/def2-TZVPD",
  "elements": ["C", "C", "C", "O", "C", "C", "C", "C", "O", "N", "C", "C", "C", "O", "Cl", "P", "N", "O", "C", "C", "C", "C", "O", "C", "P", "S", "H", "H", "H", "H", "H", "H", "H", "H", "H", "H", "H", "H", "H", "H", "H", "H", "H", "H", "H", "H", "H", "H", "H", "H", "H", "H", "H", "H", "H", "C", "Cl", "Cl", "H", "H"],
  "positions_angstrom": [[-2.196, 3.472, 0.288], [-3.217, 2.564, 0.968], [-2.584, 1.470, 1.786], [-2.102, 0.463, 0.924], [-1.426, -0.582, 1.598], [-0.009, -0.741, 1.066], [0.758, 0.503, 1.538], [0.762, -1.870, 1.747], [0.464, -2.531, 2.734], [1.920, -1.971, 1.004], [1.740, -1.571, -0.395], [2.116, -2.860, -1.236], [3.611, -3.128, -1.335], [4.331, -3.383, -0.390], [4.274, -3.276, -3.002], [3.029, -0.360, -1.073], [2.549, 1.225, -0.695], [2.600, -0.504, -2.663], [0.185, -1.156, -0.433], [-0.123, -0.016, -1.400], [-1.484, -0.018, -2.081], [-1.654, 1.184, -3.025], [-0.469, 1.964, -3.112], [-0.746, 3.327, -3.388], [-0.772, -2.729, -0.751], [-2.705, -2.792, -0.530], [-1.360, 2.918, -0.128], [-2.670, 3.992, -0.541], [-1.843, 4.247, 0.958], [-3.803, 3.173, 1.652], [-3.907, 2.150, 0.242], [-1.798, 1.881, 2.419], [-3.353, 1.042, 2.435], [-1.331, -0.307, 2.646], [-2.001, -1.500, 1.580], [0.384, 1.402, 1.059], [1.819, 0.480, 1.364], [0.618, 0.654, 2.603], [2.562, -2.723, 1.198], [1.728, -2.813, -2.243], [1.787, -3.750, -0.717], [1.809, 1.591, -1.285], [3.360, 1.813, -0.829], [3.402, -0.445, -3.180], [-0.016, 0.929, -0.886], [0.600, 0.006, -2.208], [-1.552, -0.915, -2.694], [-2.310, -0.076, -1.389], [-1.892, 0.817, -4.022], [-2.500, 1.785, -2.696], [-1.534, 3.428, -4.131], [-1.075, 3.822, -2.477], [0.161, 3.774, -3.772], [-0.431, -3.047, -2.073], [-0.187, -3.709, 0.061], [1.207, -1.525, 5.683], [1.737, 0.160, 5.595], [1.871, -2.355, 7.097], [0.127, -1.546, 5.745], [1.539, -2.035, 4.789]],
  "atomic_forces_ev_per_a": [[-0.43, 0.05, -0.38], [0.39, 0.48, 0.11], [-0.77, -0.21, -0.04], [0.37, -0.01, -0.24], [-0.06, 0.01, 0.40], [-0.06, -0.48, 0.77], [-0.09, 0.68, -0.29], [-0.05, -0.33, 0.49], [0.48, 0.80, -0.87], [-0.12, -0.19, 0.14], [-0.32, -0.73, -0.42], [0.48, 0.62, -0.46], [1.65, -0.72, 1.88], [-1.54, 0.57, -1.91], [-0.23, 0.08, 0.40], [0.31, 0.51, 0.68], [0.33, -0.20, -0.58], [-0.21, -0.15, 0.02], [0.87, 0.09, 0.62], [-0.34, -0.02, -0.55], [0.12, -0.22, -0.52], [0.09, -0.26, 0.07], [-0.09, 0.24, 0.04], [-0.05, -0.50, 0.07], [-1.47, 0.33, -0.12], [0.03, -0.09, -0.10], [0.19, -0.14, 0.04], [-0.03, 0.12, -0.15], [0.29, 0.00, 0.23], [-0.24, 0.07, 0.08], [-0.09, -0.27, -0.10], [0.28, 0.00, 0.08], [0.01, -0.11, 0.22], [0.11, -0.09, 0.24], [-0.13, -0.09, -0.23], [-0.12, 0.13, -0.11], [0.13, -0.14, -0.08], [-0.16, -0.26, 0.26], [0.18, -0.03, 0.13], [-0.16, -0.01, -0.09], [-0.40, -0.19, 0.05], [-0.17, 0.00, 0.12], [0.11, 0.18, 0.23], [0.25, -0.12, -0.42], [0.00, 0.05, 0.30], [0.06, -0.14, 0.01], [-0.08, -0.19, -0.06], [-0.05, 0.10, 0.28], [-0.13, 0.04, -0.23], [-0.01, 0.30, 0.15], [-0.09, 0.02, -0.23], [0.00, 0.26, 0.13], [0.18, 0.17, 0.02], [0.38, -0.09, 0.09], [0.44, 0.08, -0.12], [-0.01, -0.14, -0.06], [-0.02, 0.09, -0.04], [-0.01, 0.00, 0.01], [-0.01, 0.04, 0.05], [0.02, -0.02, 0.00]],
  "lumo_ev": 0.0,
  "largest_force_ev_per_a": 2.60,
  "smiles": "CCCOC[C@@]1(C)C(=O)N[C@](CC(=O)Cl)(P(N)O)[C@@]1(CCCOC)[PH2]=S.ClCCl",
  "energy_ev": -97292.66192,
  "gap_ev": 8.56
}

(2)
{
  "formula": "C11H39O9",
  "method": "ωB97M-V/def2-TZVPD",
  "elements": ["O", "H", "C", "O", "H", "H", "H", "H", "C", "O", "H", "H", "H", "H", "C", "O", "H", "H", "H", "H", "C", "O", "H", "H", "H", "H", "C", "O", "H", "H", "H", "H", "C", "C", "O", "H", "H", "H", "H", "H", "H", "C", "C", "O", "H", "H", "H", "H", "H", "H", "C", "C", "O", "H", "H", "H", "H", "H", "H"],
  "positions_angstrom": [[5.007, -6.560, -9.158], [5.125, -6.953, -8.272], [0.770, -9.215, -11.249], [1.699, -8.341, -11.919], [0.090, -9.613, -12.002], [1.274, -10.074, -10.805], [0.152, -8.651, -10.551], [2.255, -8.018, -11.205], [10.150, -7.915, -6.753], [11.061, -8.021, -7.857], [9.302, -8.594, -6.837], [10.651, -8.116, -5.806], [9.696, -6.924, -6.762], [10.590, -7.657, -8.610], [5.843, -11.769, -9.381], [5.397, -10.800, -8.391], [5.859, -12.773, -8.957], [5.136, -11.864, -10.206], [6.878, -11.596, -9.674], [5.479, -9.973, -8.873], [6.113, -12.407, -3.519], [5.901, -11.012, -3.794], [6.630, -12.855, -4.367], [6.723, -12.466, -2.617], [5.203, -12.999, -3.423], [5.657, -10.994, -4.723], [8.649, -7.691, -12.853], [8.716, -7.106, -11.575], [8.021, -8.581, -12.819], [8.296, -6.921, -13.538], [9.621, -8.085, -13.150], [7.807, -7.070, -11.269], [-0.415, -7.743, -5.299], [1.026, -7.640, -5.870], [1.142, -6.439, -6.663], [-0.935, -6.879, -4.887], [-0.490, -8.586, -4.612], [-1.019, -8.027, -6.161], [1.305, -8.454, -6.539], [1.760, -7.726, -5.069], [1.997, -6.496, -7.095], [6.896, -2.320, -4.076], [6.177, -3.123, -5.114], [6.839, -3.101, -6.381], [6.367, -2.410, -3.127], [6.936, -1.280, -4.400], [7.922, -2.679, -3.991], [5.186, -2.673, -5.182], [5.932, -4.114, -4.732], [6.463, -3.728, -7.003], [6.257, -2.308, -12.395], [4.818, -1.888, -12.123], [4.048, -3.055, -12.015], [6.746, -2.765, -11.534], [6.879, -1.468, -12.701], [6.297, -3.140, -13.099], [4.524, -1.356, -13.028], [4.664, -1.270, -11.239], [4.512, -3.650, -11.421]],
  "atomic_forces_ev_per_a": [[0.05, -0.38, 0.46], [-0.02, 0.25, -0.51], [0.06, 0.40, -1.00], [-0.63, -0.74, 0.57], [0.05, 0.04, -0.15], [0.02, 0.11, 0.35], [0.14, -0.16, 0.35], [0.48, 0.40, -0.07], [-0.37, 0.26, -0.50], [-0.19, -0.18, 0.62], [0.08, -0.37, -0.11], [0.22, 0.13, -0.24], [0.16, 0.20, 0.39], [0.04, -0.03, -0.22], [-0.30, -0.23, 1.05], [0.54, -1.19, -1.11], [-0.14, 0.10, 0.55], [0.21, 0.46, -0.31], [-0.12, 0.34, -0.40], [-0.22, 0.68, 0.28], [0.30, 0.47, -0.45], [-0.18, -0.90, 0.14], [0.42, -0.12, 0.12], [-0.11, -0.15, -0.09], [-0.33, 0.27, 0.36], [-0.10, 0.44, -0.14], [0.05, -0.22, 0.14], [0.32, -0.14, 0.36], [-0.45, 0.11, -0.33], [-0.07, -0.41, -0.53], [0.23, 0.45, 0.03], [-0.19, 0.24, 0.50], [0.27, -0.97, -1.42], [-0.41, 0.84, 0.04], [-0.16, -0.53, 0.95], [0.83, 0.29, 0.15], [0.11, 0.09, 0.19], [-0.31, -0.03, -0.03], [-0.64, -0.51, 0.08], [0.17, 0.61, 0.25], [0.25, 0.23, -0.31], [0.73, 0.01, -0.44], [-1.21, -0.10, -0.49], [0.30, 0.29, 0.93], [0.12, 0.09, 0.03], [0.00, 0.09, 0.19], [0.06, 0.03, 0.29], [-0.29, 0.20, -0.45], [0.58, -0.46, -0.23], [-0.32, -0.24, 0.09], [0.62, -0.01, 0.75], [0.81, -0.68, -0.67], [-0.78, -0.13, -0.14], [-0.10, 0.25, 0.47], [0.06, -0.06, -0.21], [-0.26, 0.41, -0.55], [-0.58, 0.14, 0.17], [0.33, 0.29, 0.00], [-0.11, -0.31, 0.25]],
  "lumo_ev": 2.5,
  "largest_force_ev_per_a": 1.74,
  "energy_ev": -30463.03067,
  "gap_ev": 6.01,
  "total_charge": -1,
  "e_above_lowest_ev": 3.9392
}

(3)
{
  "formula": "C15H13ClFI2N2O9Sn",
  "method": "ωB97M-V/def2-TZVPD",
  "elements": ["Sn", "C", "C", "C", "C", "C", "C", "C", "F", "C", "C", "C", "O", "C", "C", "N", "C", "C", "O", "O", "H", "H", "H", "H", "H", "H", "H", "H", "H", "H", "H", "O", "Cl", "O", "O", "O", "I", "C", "I", "H", "H", "O", "N", "O"],
  "positions_angstrom": [[3.025, 2.339, 0.763], [-0.840, -3.516, -2.237], [-1.553, -2.958, -1.016], [-2.937, -2.442, -1.368], [-3.654, -1.960, -0.120], [-2.829, -0.916, 0.576], [-3.422, 0.052, 1.353], [-2.651, 1.031, 1.978], [-3.275, 1.949, 2.720], [-1.295, 1.081, 1.841], [-0.668, 0.107, 1.051], [0.769, 0.168, 0.884], [1.397, 1.141, 1.427], [1.350, -0.869, 0.137], [0.539, -1.818, -0.463], [-0.776, -1.852, -0.360], [-1.428, -0.894, 0.424], [2.790, -1.037, -0.141], [3.266, -1.787, -0.933], [3.581, -0.224, 0.663], [-1.524, -4.197, -2.741], [0.052, -4.091, -1.997], [-0.578, -2.721, -2.938], [-1.653, -3.743, -0.260], [-3.491, -3.254, -1.837], [-2.850, -1.636, -2.102], [-3.822, -2.804, 0.556], [-4.634, -1.550, -0.363], [-4.496, 0.068, 1.481], [-0.707, 1.845, 2.327], [1.011, -2.578, -1.066], [0.954, 2.985, -2.334], [2.335, 2.656, -2.270], [2.828, 2.060, -3.444], [3.125, 3.756, -1.795], [2.471, 1.593, -1.155], [0.526, 4.514, 0.460], [0.643, 5.289, 2.439], [1.458, 3.929, 3.847], [-0.364, 5.536, 2.751], [1.277, 6.165, 2.410], [5.488, -1.439, 0.775], [5.058, -0.446, 0.336], [5.504, 0.470, -0.260]],
  "atomic_forces_ev_per_a": [[-0.10, 0.13, 0.09], [0.01, 0.01, 0.02], [-0.03, -0.04, -0.04], [-0.02, 0.00, 0.02], [0.01, 0.00, -0.01], [-0.01, -0.01, -0.01], [0.02, 0.01, 0.01], [0.03, -0.02, -0.03], [0.00, 0.00, 0.01], [-0.01, -0.01, 0.00], [0.00, 0.06, 0.02], [-0.11, 0.03, 0.10], [0.07, -0.09, -0.05], [0.10, 0.02, -0.01], [-0.02, -0.02, -0.07], [0.06, -0.02, 0.03], [-0.03, 0.03, 0.01], [-0.02, 0.03, 0.00], [-0.02, 0.01, 0.00], [0.04, -0.06, -0.02], [-0.01, 0.00, 0.00], [0.01, 0.01, 0.01], [0.00, 0.00, -0.01], [0.01, 0.02, 0.02], [0.01, 0.00, 0.00], [0.00, 0.00, 0.00], [-0.01, 0.00, 0.00], [0.00, 0.00, 0.00], [0.00, 0.01, 0.00], [0.00, 0.00, 0.00], [0.00, -0.01, 0.00], [-0.01, 0.03, -0.01], [0.11, -0.16, 0.09], [-0.02, 0.09, 0.00], [-0.01, -0.03, -0.04], [-0.14, 0.04, -0.12], [0.08, -0.05, 0.00], [0.01, -0.04, -0.02], [-0.01, 0.01, -0.02], [0.00, 0.00, 0.00], [-0.01, 0.01, 0.00], [0.04, -0.08, 0.07], [0.00, -0.02, -0.03], [-0.01, 0.08, -0.01]],
  "lumo_ev": -3.9,
  "largest_force_ev_per_a": 0.21,
  "energy_ev": -74430.75475,
  "gap_ev": 8.34,
  "total_charge": 1,
  "e_above_lowest_ev": 0.0000
}